(1)
DFT (the ωB97M-V functional and the def2-TZVPD basis) results for a single C5H8N2 molecule.

XYZ file:
```
15
Properties=species:S:1:pos:R:3:nbo_charge:R:1
C -1.445 -1.577 0.166 -0.65
C -0.369 -0.547 0.069 0.05
C 0.012 0.567 0.944 -0.36
C 0.399 1.949 0.495 0.11
N 0.300 2.119 -0.806 -0.76
C 1.631 -0.099 0.608 -0.12
N 0.897 -0.858 -0.260 -0.47
H -1.275 -2.284 0.997 0.21
H -2.426 -1.121 0.309 0.23
H -1.474 -2.168 -0.757 0.22
H -0.568 0.643 1.883 0.24
H -0.048 1.409 -1.454 0.36
H 0.647 2.977 -1.210 0.39
H 2.504 0.366 0.085 0.16
H 1.216 -1.377 -1.070 0.40
```

Summary:
- LUMO level (spin up / spin down) (eV) = 0.7 / 0.7
- Kohn-Sham gap (spin up / spin down) (eV) = 7.905 / 7.905
- charge = 0

(2)
DFT (the ωB97M-V functional and the def2-TZVPD basis) results for a single C5H8N2 molecule.

XYZ file:
```
15
Properties=species:S:1:pos:R:3:nbo_charge:R:1
C 0.711 1.373 -0.670 -0.40
N 0.350 -0.039 -0.651 -0.40
C -0.866 -0.313 -1.298 -0.09
C -1.707 -0.926 -0.431 -0.26
C -0.997 -1.089 0.813 -0.37
C 0.243 -0.554 0.638 0.34
N 1.340 -0.465 1.490 -0.83
H 1.668 1.551 -0.181 0.19
H 0.779 1.734 -1.693 0.21
H -0.063 1.934 -0.128 0.19
H -0.986 -0.023 -2.333 0.21
H -2.728 -1.228 -0.630 0.22
H -1.362 -1.554 1.715 0.22
H 2.189 -0.099 1.094 0.38
H 1.186 -0.152 2.431 0.39
```

Summary:
- LUMO level (eV) = 1.0
- SMILES = Cn1cccc1N
- Kohn-Sham gap (eV) = 8.498
- charge = 0

(3)
DFT (the ωB97M-V functional and the def2-TZVPD basis) results for a single C5H8N2 molecule in a non-equilibrium geometry.

XYZ file:
```
15
Properties=species:S:1:pos:R:3:nbo_charge:R:1
C 0.762 -1.551 1.629 -0.68
C 1.481 -1.545 0.268 0.00
C -0.501 -1.610 1.633 0.22
C -1.088 1.932 -0.656 -0.62
C -0.638 0.538 -0.122 -0.26
N 1.169 -1.026 -0.788 -0.18
N 0.319 -0.095 -1.050 -0.40
H 1.473 -1.617 2.371 0.29
H 2.417 -2.191 0.292 0.20
H -0.081 2.503 -0.601 0.22
H -1.594 1.786 -1.692 0.20
H -1.880 2.314 -0.053 0.22
H -0.310 0.577 0.882 0.22
H -1.575 -0.106 -0.094 0.20
H 0.045 0.091 -2.020 0.38
```

Summary:
- LUMO level (eV) = -0.2
- Kohn-Sham gap (eV) = 8.121
- charge = 0

(4)
DFT (the ωB97M-V functional and the def2-TZVPD basis) results for a single C5H8N2 molecule.

XYZ file:
```
15
Properties=species:S:1:pos:R:3:nbo_charge:R:1
C -1.226 -1.140 0.580 -0.40
N -0.307 -0.447 -0.346 -0.50
C 1.039 -0.991 -0.340 -0.14
C 1.877 -0.001 0.030 -0.17
C 1.168 1.256 0.208 -0.45
C -0.139 1.004 -0.100 0.39
N -1.289 1.470 -0.593 -0.92
H -2.203 -0.659 0.502 0.23
H -1.303 -2.184 0.265 0.21
H -0.860 -1.088 1.609 0.21
H 1.190 -2.057 -0.432 0.22
H 2.951 -0.121 0.138 0.22
H 1.624 2.232 0.295 0.23
H -1.383 2.466 -0.735 0.38
H -1.082 0.174 -1.144 0.51
```

Summary:
- LUMO level (eV) = 1.0
- Kohn-Sham gap (eV) = 8.079
- charge = 0

(5)
DFT (the ωB97M-V functional and the def2-TZVPD basis) results for a single C5H8N2 molecule.

XYZ file:
```
15
Properties=species:S:1:pos:R:3:nbo_charge:R:1
C 1.725 -0.377 0.685 -0.40
N 0.534 0.230 0.128 -0.35
C 0.119 1.512 0.399 -0.08
C -1.211 1.614 0.089 -0.29
C -1.629 0.344 -0.403 -0.34
C -0.531 -0.482 -0.372 0.29
N -0.318 -1.826 -0.762 -0.85
H 1.905 -1.330 0.188 0.23
H 2.585 0.283 0.547 0.20
H 1.587 -0.567 1.756 0.20
H 0.822 2.246 0.770 0.21
H -1.814 2.509 0.169 0.22
H -2.617 0.074 -0.755 0.22
H -1.177 -2.361 -0.718 0.38
H 0.021 -1.869 -1.719 0.37
```

Summary:
- LUMO level (eV) = 1.0
- SMILES = Cn1cccc1N
- Kohn-Sham gap (eV) = 8.814
- charge = 0

(6)
DFT (the ωB97M-V functional and the def2-TZVPD basis) results for 2 unconnected molecules or ions with the total composition C5H8N2.

XYZ file:
```
15
Properties=species:S:1:pos:R:3:nbo_charge:R:1
C -1.298 1.091 -0.535 -0.67
C -0.632 -0.029 0.169 0.28
C -0.442 -0.650 1.332 -0.31
N -0.711 -1.458 0.054 -0.62
H -0.979 2.052 -0.124 0.24
H -1.103 1.074 -1.610 0.23
H -2.381 0.995 -0.380 0.23
H -0.953 -0.617 2.285 0.23
H -1.707 -1.706 -0.046 0.32
C 1.627 0.335 -0.959 -0.64
C 2.082 -0.369 0.079 0.41
N 2.194 -0.983 1.111 -0.56
H 1.799 1.406 -0.997 0.24
H 1.380 -0.184 -1.879 0.25
H 1.123 -0.957 1.501 0.36
```

Summary:
- LUMO level (eV) = 0.7
- SMILES = CC1=CN1.C=C=N
- Kohn-Sham gap (eV) = 8.939
- charge = 0

(7)
DFT (the ωB97M-V functional and the def2-TZVPD basis) results for a single C5H8N2 molecule in a non-equilibrium geometry.

XYZ file:
```
15
Properties=species:S:1:pos:R:3:nbo_charge:R:1
C 0.433 -0.437 1.355 -0.63
C 0.309 0.021 -0.103 0.09
C -0.844 -0.646 -0.953 -0.52
C -2.009 -0.900 -0.167 0.23
N -2.926 -0.757 0.524 -0.34
C 0.701 1.399 -0.446 -0.25
N 1.548 0.277 -0.845 -0.59
H -0.541 -0.402 1.850 0.24
H 0.813 -1.464 1.440 0.22
H 1.115 0.224 1.909 0.22
H -0.437 -1.263 -1.741 0.27
H -1.809 -0.189 -1.550 0.31
H 1.014 2.047 0.367 0.20
H 0.180 1.885 -1.264 0.20
H 2.360 0.216 -0.229 0.36
```

Summary:
- LUMO level (eV) = 0.8
- SMILES = C[C@@]1(CC#N)CN1
- Kohn-Sham gap (eV) = 10.723
- charge = 0

(8)
DFT (the ωB97M-V functional and the def2-TZVPD basis) results for a single C5H8N2 molecule in a non-equilibrium geometry.

XYZ file:
```
15
Properties=species:S:1:pos:R:3:nbo_charge:R:1
C 1.714 -0.422 -0.443 -0.61
C 0.756 0.270 0.510 -0.40
C -0.385 1.031 -0.192 -0.25
N -1.601 0.696 0.561 -0.50
C -2.004 -0.522 0.814 0.05
C -1.457 -1.526 -0.048 0.11
N -1.403 -2.346 -0.875 -0.30
H 1.162 -1.112 -1.093 0.22
H 2.250 0.295 -1.071 0.20
H 2.447 -1.006 0.120 0.22
H 1.268 0.930 1.218 0.21
H -0.531 0.685 -1.223 0.22
H -0.226 2.116 -0.219 0.21
H -2.277 1.402 0.797 0.41
H 0.287 -0.491 1.144 0.21
```

Summary:
- LUMO level (eV) = -0.1
- Kohn-Sham gap (eV) = 8.934
- charge = 0

(9)
DFT (the ωB97M-V functional and the def2-TZVPD basis) results for a single C5H8N2 molecule.

XYZ file:
```
15
Properties=species:S:1:pos:R:3:nbo_charge:R:1
C -2.363 -0.279 0.258 -0.62
C -0.930 0.021 -0.068 -0.09
C -0.417 1.205 -0.535 -0.09
N 0.952 1.105 -0.543 -0.51
C 1.329 -0.128 -0.088 0.27
N 2.711 -0.416 0.037 -0.84
C 0.183 -0.831 0.201 -0.34
H -3.054 0.317 -0.352 0.21
H -2.587 -1.342 0.098 0.21
H -2.563 -0.052 1.314 0.21
H -0.916 2.113 -0.844 0.21
H 1.609 1.797 -0.865 0.42
H 3.011 -0.275 0.999 0.37
H 2.894 -1.388 -0.188 0.37
H 0.141 -1.847 0.576 0.21
```

Summary:
- LUMO level (eV) = 1.0
- SMILES = Cc1c[nH]c(N)c1
- Kohn-Sham gap (eV) = 8.843
- charge = 0

(10)
DFT (the ωB97M-V functional and the def2-TZVPD basis) results for 2 unconnected molecules or ions with the total composition C5H8N2 in a non-equilibrium geometry.

XYZ file:
```
15
Properties=species:S:1:pos:R:3:nbo_charge:R:1
C -0.094 2.079 0.449 -0.46
C 0.221 0.952 -0.134 -0.02
C 0.556 0.237 -1.222 -0.15
C -0.343 -0.745 -1.789 -0.69
H -0.274 2.978 -0.129 0.22
H -0.270 2.138 1.514 0.22
H 1.616 0.135 -1.447 0.22
H -0.376 -1.519 -0.861 0.31
H -1.394 -0.462 -1.762 0.23
H -0.062 -1.097 -2.778 0.22
N -0.698 -1.580 0.835 -0.81
C -0.013 -0.712 1.418 0.65
N 0.545 -0.282 2.438 -0.73
H -0.670 -2.547 1.119 0.41
H 1.258 0.425 2.349 0.39
```

Summary:
- LUMO level (eV) = 0.3
- SMILES = C=C=CC.N=C=N
- Kohn-Sham gap (eV) = 9.419
- charge = 0

(11)
DFT (the ωB97M-V functional and the def2-TZVPD basis) results for a single C5H8N2 molecule.

XYZ file:
```
15
Properties=species:S:1:pos:R:3:nbo_charge:R:1
C -1.365 -1.322 0.407 -0.41
N -0.175 -0.527 0.206 -0.32
C 1.108 -0.894 0.421 0.00
C 1.957 0.117 0.006 -0.31
C 1.163 1.141 -0.519 -0.23
C -0.221 0.770 -0.361 0.01
N -1.466 1.218 -0.868 -0.79
H -2.206 -0.635 0.513 0.25
H -1.560 -1.964 -0.460 0.21
H -1.250 -1.942 1.300 0.20
H 1.339 -1.826 0.923 0.21
H 3.032 0.126 0.129 0.23
H 1.490 2.103 -0.890 0.22
H -0.518 1.511 0.464 0.40
H -1.287 2.120 -1.312 0.33
```

Summary:
- LUMO level (spin up / spin down) (eV) = 0.4 / 0.3
- Kohn-Sham gap (spin up / spin down) (eV) = 6.815 / 7.765
- charge = 0

(12)
DFT (the ωB97M-V functional and the def2-TZVPD basis) results for a single C5H8N2 molecule.

XYZ file:
```
15
Properties=species:S:1:pos:R:3:nbo_charge:R:1
C -0.410 2.008 -1.275 -0.62
C -0.489 0.801 -0.393 -0.13
C -1.379 -0.304 -0.493 -0.05
N -1.039 -1.294 0.306 -0.26
N 0.048 -0.851 0.978 -0.19
C 1.058 -1.864 1.218 -0.40
C 0.397 0.407 0.571 -0.05
H 0.036 1.725 -2.237 0.22
H 0.226 2.780 -0.831 0.22
H -1.392 2.441 -1.481 0.22
H -2.240 -0.412 -1.143 0.20
H 1.507 -2.126 0.252 0.19
H 0.589 -2.750 1.645 0.22
H 1.835 -1.477 1.881 0.20
H 1.251 0.917 1.002 0.21
```

Summary:
- LUMO level (eV) = 1.0
- SMILES = Cc1cnn(C)c1
- Kohn-Sham gap (eV) = 9.962
- charge = 0

(13)
DFT (the ωB97M-V functional and the def2-TZVPD basis) results for a molecular structure, C5H8N2.

XYZ file:
```
15
Properties=species:S:1:pos:R:3:nbo_charge:R:1
C -1.957 -0.926 0.417 -0.61
C -0.549 -0.547 0.026 -0.10
C -0.229 0.730 -0.653 -0.36
N 0.063 0.542 0.787 -0.39
C 1.520 0.465 0.772 -0.30
C 1.744 0.598 -0.718 0.25
N 2.342 0.609 -1.769 -0.47
H -1.954 -1.591 1.288 0.21
H -2.455 -1.443 -0.413 0.21
H -2.538 -0.033 0.673 0.22
H 0.100 -1.399 -0.202 0.19
H 1.026 0.689 -1.757 0.48
H -1.005 1.446 -0.935 0.21
H 1.959 1.322 1.292 0.24
H 1.932 -0.460 1.190 0.22
```

Summary:
- LUMO level (eV) = 1.0
- Kohn-Sham gap (eV) = 9.585
- charge = 0

(14)
DFT (the ωB97M-V functional and the def2-TZVPD basis) results for a single C5H8N2 molecule in a non-equilibrium geometry.

XYZ file:
```
15
Properties=species:S:1:pos:R:3:nbo_charge:R:1
C 2.400 -0.361 0.146 -0.62
C 1.009 0.142 -0.040 -0.13
C 0.453 1.365 0.404 -0.06
N -0.857 1.407 0.239 -0.26
N -1.160 0.222 -0.290 -0.17
C -2.522 -0.298 -0.122 -0.42
C -0.070 -0.543 -0.541 -0.06
H 3.132 0.301 -0.320 0.22
H 2.513 -1.366 -0.272 0.22
H 2.634 -0.425 1.216 0.22
H 0.938 2.194 0.898 0.20
H -2.769 -0.071 -1.144 0.23
H -3.050 0.271 0.657 0.23
H -2.500 -1.344 0.232 0.21
H -0.151 -1.493 -1.062 0.22
```

Summary:
- LUMO level (eV) = 1.0
- SMILES = Cc1cnn(C)c1
- Kohn-Sham gap (eV) = 9.751
- charge = 0

(15)
DFT (the ωB97M-V functional and the def2-TZVPD basis) results for a single C5H8N2 molecule.

XYZ file:
```
15
Properties=species:S:1:pos:R:3:nbo_charge:R:1
C -1.607 -0.990 0.295 -0.44
N -0.395 -0.468 0.059 -0.23
C 0.879 -1.154 0.407 -0.25
C 1.931 -0.084 0.215 -0.27
C 1.311 1.013 -0.251 -0.21
C -0.107 0.782 -0.366 0.21
N -1.090 1.678 -0.818 -0.83
H -2.418 -0.289 0.430 0.19
H -1.714 -2.062 0.395 0.19
H 0.757 -1.483 1.436 0.23
H 1.045 -2.036 -0.227 0.23
H 2.995 -0.246 0.348 0.22
H 1.760 1.963 -0.529 0.23
H -1.816 1.176 -1.328 0.37
H -1.534 2.200 -0.066 0.37
```

Summary:
- LUMO level (spin up / spin down) (eV) = 1.0 / 1.0
- Kohn-Sham gap (spin up / spin down) (eV) = 7.196 / 7.046
- charge = 0

(16)
DFT (the ωB97M-V functional and the def2-TZVPD basis) results for a single C5H8N2 molecule in a non-equilibrium geometry.

XYZ file:
```
15
Properties=species:S:1:pos:R:3:nbo_charge:R:1
C -0.251 -1.702 0.308 -0.59
C -0.390 -0.194 0.490 -0.30
C 0.991 0.538 0.519 -0.23
N 1.040 1.232 -0.755 -0.57
C -0.038 1.932 -1.108 -0.09
C -1.301 0.214 -0.637 0.23
N -2.260 0.030 -1.265 -0.26
H 0.339 -1.917 -0.589 0.21
H 0.242 -2.143 1.175 0.21
H -1.235 -2.150 0.169 0.23
H -0.972 0.037 1.386 0.25
H 1.839 -0.156 0.646 0.21
H 1.046 1.270 1.333 0.22
H 1.450 0.681 -1.501 0.38
H -0.499 2.328 -0.171 0.10
```

Summary:
- LUMO level (eV) = 0.2
- Kohn-Sham gap (eV) = 8.522
- charge = 0

(17)
DFT (the ωB97M-V functional and the def2-TZVPD basis) results for a single C5H8N2 molecule in a non-equilibrium geometry.

XYZ file:
```
15
Properties=species:S:1:pos:R:3:nbo_charge:R:1
C -0.537 1.330 -0.087 -0.63
C -0.246 -0.156 -0.082 0.12
C -1.305 -1.029 0.576 -0.62
N 0.396 -0.736 -1.257 -0.55
C 1.174 -0.619 -0.021 -0.21
C 2.223 0.372 0.107 0.26
N 3.040 1.183 0.227 -0.32
H -0.698 1.700 0.931 0.23
H -1.449 1.517 -0.665 0.22
H 0.280 1.910 -0.530 0.23
H -1.669 -1.766 -0.141 0.23
H -0.908 -1.564 1.444 0.22
H -2.150 -0.426 0.917 0.22
H 0.665 -0.016 -1.925 0.36
H 1.407 -1.568 0.456 0.24
```

Summary:
- LUMO level (eV) = 0.9
- SMILES = CC1(C)N[C@H]1C#N
- Kohn-Sham gap (eV) = 10.926
- charge = 0